[1]
C28H23BBrKN10O4 as an isolated structure at a distorted geometry, computed with the ωB97M-V functional and the def2-TZVPD basis.

Atoms and positions in Å:
K (0.659, 0.581, -0.167)
C (2.319, 3.267, 1.189)
C (1.569, 3.693, 0.135)
N (0.273, 3.561, 0.351)
N (0.171, 2.985, 1.574)
C (1.379, 2.809, 2.105)
B (-1.167, 2.567, 2.126)
N (-0.977, 1.317, 2.988)
C (-1.990, 0.769, 3.691)
C (-1.601, -0.490, 4.048)
C (-0.374, -0.646, 3.422)
N (-0.014, 0.451, 2.789)
N (-2.198, 2.309, 1.000)
C (-3.129, 3.213, 0.516)
C (-3.753, 2.593, -0.569)
C (-3.092, 1.338, -0.673)
N (-2.106, 1.188, 0.244)
N (-1.729, 3.719, 3.069)
C (-1.054, 4.866, 3.260)
C (-1.743, 5.665, 4.090)
C (-2.934, 4.959, 4.307)
N (-2.919, 3.753, 3.772)
H (3.383, 3.367, 1.438)
H (1.929, 4.251, -0.689)
H (1.471, 2.361, 3.061)
H (-2.726, 1.533, 3.943)
H (-2.141, -1.140, 4.759)
H (0.246, -1.533, 3.458)
H (-3.275, 4.114, 1.040)
H (-4.603, 2.931, -1.117)
H (-3.292, 0.535, -1.371)
H (-0.099, 4.999, 2.806)
H (-1.501, 6.628, 4.394)
H (-3.792, 5.249, 4.993)
C (-1.706, 0.658, -3.557)
C (-0.267, 0.372, -3.713)
N (0.559, 0.239, -2.720)
C (1.794, -0.122, -3.310)
C (1.613, -0.217, -4.691)
N (0.279, 0.158, -4.909)
C (2.518, -0.421, -5.883)
O (3.681, -0.818, -5.549)
O (2.093, -0.282, -7.048)
C (2.999, -0.365, -2.569)
O (4.017, -0.743, -3.223)
O (2.912, -0.276, -1.341)
H (-2.177, -0.038, -2.900)
H (-2.104, 0.717, -4.532)
H (-1.668, 1.594, -3.026)
H (-0.124, 0.151, -5.810)
H (3.798, -0.867, -4.338)
Br (-0.787, -2.227, 0.531)
C (-0.230, -4.029, 0.496)
C (-1.083, -4.995, 0.904)
C (-0.655, -6.364, 0.878)
C (0.576, -6.756, 0.477)
C (1.451, -5.724, -0.076)
C (2.745, -6.077, -0.677)
C (3.552, -5.036, -1.048)
C (3.174, -3.674, -1.001)
C (1.917, -3.404, -0.610)
C (1.014, -4.389, -0.098)
H (-2.062, -4.719, 1.312)
H (-1.296, -7.113, 1.345)
H (0.851, -7.768, 0.387)
H (2.988, -7.113, -0.856)
H (4.587, -5.264, -1.497)
H (3.849, -2.852, -1.325)

Properties
- Kohn-Sham gap (spin up / spin down) (eV) = 8.67 / 8.05
- multiplicity = 2
- energy above the lowest of the compared OMol25 structures with the same formula, charge and spin (eV) = 1.160
- ⟨S²⟩ = 0.763
- E (eV) = -139548.99830
- total charge = -1

***

[2]
A 12-piece molecular cluster, C28H68F12N12O28S12 overall at a distorted geometry, computed with the ωB97M-V functional and the def2-TZVPD basis.

Atoms and positions in Å:
C (-1.211, -24.138, 3.567)
C (-0.931, -22.748, 4.136)
O (-0.885, -21.822, 3.432)
N (-0.563, -22.637, 5.691)
H (-0.913, -23.497, 6.089)
H (0.422, -22.589, 5.912)
C (-1.417, -21.490, 6.338)
H (-0.222, -24.574, 3.429)
H (-1.647, -23.999, 2.577)
H (-1.927, -24.782, 4.078)
H (-0.996, -20.517, 6.085)
H (-1.266, -21.686, 7.399)
H (-2.482, -21.538, 6.113)
C (2.523, -11.650, 19.308)
C (1.381, -11.942, 18.309)
O (0.272, -11.430, 18.314)
N (1.755, -13.088, 17.359)
H (1.992, -12.747, 16.439)
H (2.630, -13.545, 17.578)
C (0.765, -14.242, 17.335)
H (2.073, -11.159, 20.171)
H (2.967, -10.803, 18.785)
H (3.246, -12.456, 19.433)
H (1.389, -15.081, 17.027)
H (-0.033, -13.973, 16.643)
H (0.565, -14.363, 18.400)
C (-5.919, -17.117, 3.409)
C (-5.101, -16.907, 4.646)
O (-4.009, -17.437, 4.828)
N (-5.745, -16.107, 5.774)
H (-5.512, -15.132, 5.650)
H (-6.750, -16.102, 5.676)
C (-5.264, -16.592, 7.219)
H (-6.858, -17.624, 3.632)
H (-5.503, -17.659, 2.560)
H (-6.250, -16.203, 2.917)
H (-5.184, -17.676, 7.302)
H (-6.041, -16.388, 7.957)
H (-4.314, -16.118, 7.462)
C (-8.560, -16.689, 13.429)
C (-8.074, -17.208, 14.729)
O (-8.763, -17.719, 15.592)
N (-6.586, -16.846, 14.896)
H (-6.062, -16.890, 14.034)
H (-6.525, -15.900, 15.246)
C (-5.843, -17.664, 15.989)
H (-9.605, -16.992, 13.359)
H (-7.994, -17.057, 12.573)
H (-8.527, -15.602, 13.507)
H (-4.818, -17.339, 16.168)
H (-5.655, -18.649, 15.563)
H (-6.505, -17.750, 16.851)
C (0.856, -16.088, 6.561)
C (1.599, -15.813, 5.223)
C (1.325, -16.954, 4.210)
N (2.040, -16.620, 2.828)
C (3.579, -16.708, 2.962)
C (1.549, -15.317, 2.126)
C (0.169, -15.625, 1.449)
C (0.247, -17.187, 1.345)
C (1.638, -17.672, 1.770)
H (1.120, -17.028, 7.046)
H (-0.191, -16.059, 6.258)
H (1.108, -15.291, 7.260)
H (2.673, -15.653, 5.328)
H (1.091, -14.881, 4.976)
H (0.264, -16.944, 3.958)
H (1.522, -17.960, 4.578)
H (3.816, -17.739, 3.226)
H (3.857, -15.919, 3.660)
H (3.980, -16.566, 1.959)
H (2.349, -15.066, 1.429)
H (1.452, -14.537, 2.881)
H (0.249, -15.184, 0.455)
H (-0.734, -15.454, 2.035)
H (0.049, -17.532, 0.330)
H (-0.505, -17.674, 1.965)
H (2.371, -17.612, 0.965)
H (1.568, -18.706, 2.109)
C (-2.559, -26.506, 18.613)
C (-3.287, -25.614, 17.630)
C (-4.749, -26.075, 17.617)
N (-5.719, -25.228, 16.678)
C (-5.097, -24.900, 15.257)
C (-6.231, -23.886, 17.299)
C (-7.632, -23.585, 16.760)
C (-8.120, -24.857, 16.076)
C (-7.064, -25.915, 16.446)
H (-3.042, -27.473, 18.746)
H (-2.489, -26.057, 19.604)
H (-1.538, -26.656, 18.261)
H (-2.857, -25.808, 16.647)
H (-3.309, -24.536, 17.787)
H (-5.234, -26.014, 18.591)
H (-4.865, -27.099, 17.262)
H (-4.700, -25.767, 14.729)
H (-4.154, -24.385, 15.443)
H (-5.836, -24.330, 14.694)
H (-5.457, -23.145, 17.100)
H (-6.313, -23.998, 18.380)
H (-7.579, -22.720, 16.099)
H (-8.254, -23.334, 17.618)
H (-8.307, -24.743, 15.008)
H (-9.023, -25.110, 16.632)
H (-6.933, -26.606, 15.613)
H (-7.316, -26.330, 17.422)
N (2.315, -11.273, 13.661)
S (2.083, -11.372, 12.188)
O (2.909, -12.172, 11.295)
O (1.457, -10.244, 11.558)
F (0.764, -12.339, 12.206)
S (3.818, -10.569, 13.507)
O (4.024, -9.326, 12.744)
O (4.851, -11.598, 13.302)
F (3.972, -9.937, 15.038)
N (-4.313, -17.814, 11.904)
S (-2.831, -17.663, 11.890)
O (-2.101, -18.114, 10.677)
O (-2.121, -17.619, 13.183)
F (-2.856, -16.080, 11.485)
S (-4.262, -19.491, 11.766)
O (-3.551, -20.170, 12.862)
O (-4.288, -20.047, 10.385)
F (-5.761, -19.858, 12.191)
N (-12.127, -23.711, 12.373)
S (-13.444, -23.374, 12.961)
O (-14.578, -23.504, 12.070)
O (-13.564, -22.524, 14.153)
F (-13.723, -24.794, 13.703)
S (-11.670, -22.154, 12.009)
O (-11.173, -21.333, 13.034)
O (-12.466, -21.598, 10.930)
F (-10.242, -22.543, 11.313)
N (-1.665, -25.817, 8.011)
S (-2.059, -27.154, 7.705)
O (-3.428, -27.328, 7.165)
O (-1.375, -28.224, 8.420)
F (-1.418, -27.358, 6.245)
S (-2.691, -25.769, 9.334)
O (-2.295, -26.591, 10.465)
O (-4.079, -25.410, 9.034)
F (-2.131, -24.300, 9.849)
N (2.378, -23.225, 13.621)
S (1.356, -22.342, 14.330)
O (1.826, -21.254, 15.142)
O (0.114, -23.055, 14.684)
F (0.897, -21.675, 12.922)
S (3.116, -23.834, 15.042)
O (2.308, -24.523, 16.065)
O (4.303, -23.143, 15.560)
F (3.825, -25.077, 14.323)
N (-5.629, -13.244, 16.434)
S (-4.867, -12.657, 17.628)
O (-4.966, -11.198, 17.904)
O (-3.608, -13.354, 17.877)
F (-5.837, -13.296, 18.824)
S (-4.969, -12.043, 15.354)
O (-3.587, -11.532, 15.427)
O (-6.026, -11.125, 14.925)
F (-4.875, -13.148, 14.170)

Properties
- Kohn-Sham gap (eV) = 4.22
- E (eV) = -267955.51007

***

[3]
C3H8N4O in the gas phase at a distorted geometry, computed with the ωB97M-V functional and the def2-TZVPD basis.

Atoms and positions in Å:
H (1.224, 2.634, -0.093)
N (1.596, 1.708, -0.248)
C (0.765, 0.676, -0.132)
N (-0.598, 1.025, -0.152)
O (-1.462, 0.006, -0.625)
C (-2.387, -0.470, 0.414)
C (1.303, -0.638, -0.100)
N (2.469, -0.806, 0.331)
N (0.717, -1.595, -0.735)
H (-0.363, -1.172, -0.794)
H (-0.879, 1.943, -0.419)
H (-2.064, -1.527, 1.001)
H (-3.538, -0.745, 0.001)
H (-2.708, 0.405, 0.833)
H (2.956, 0.179, 0.867)
H (2.968, -1.622, -0.149)

Properties
- Kohn-Sham gap (eV) = 9.18
- energy above the lowest of the compared OMol25 structures with the same formula, charge and spin (eV) = 6.834
- E (eV) = -11242.79002
- SMILES string = [H]/N=C(NOC)/C(N)=N\[H]

***

[4]
C17H30N4O2 in the gas phase, computed with the ωB97M-V functional and the def2-TZVPD basis.

Atoms and positions in Å:
C (-0.530, 2.181, -2.804)
O (-1.737, 1.661, -2.294)
C (-1.581, 0.620, -1.345)
C (-0.922, -0.618, -1.959)
N (0.517, -0.560, -1.783)
C (1.283, -1.590, -2.259)
O (0.813, -2.437, -3.005)
N (2.602, -1.605, -1.850)
C (3.478, -2.598, -2.439)
C (3.231, -0.534, -1.093)
C (2.609, -0.239, 0.238)
C (2.192, 0.972, 0.715)
N (1.640, 0.715, 1.949)
C (1.751, -0.622, 2.160)
N (2.326, -1.230, 1.149)
C (1.216, -1.260, 3.400)
C (0.972, -0.226, 4.498)
C (0.238, 0.986, 3.925)
C (1.103, 1.689, 2.891)
C (-2.966, 0.346, -0.723)
C (-3.549, 1.668, -0.216)
C (-2.805, -0.597, 0.473)
C (-3.908, -0.270, -1.758)
H (-0.788, 3.070, -3.377)
H (0.150, 2.465, -1.989)
H (-0.011, 1.470, -3.450)
H (-0.935, 0.990, -0.526)
H (-1.320, -1.528, -1.505)
H (-1.163, -0.668, -3.022)
H (0.851, -0.035, -0.993)
H (2.865, -3.369, -2.894)
H (4.124, -2.167, -3.212)
H (4.105, -3.040, -1.663)
H (4.263, -0.851, -0.932)
H (3.272, 0.400, -1.670)
H (2.229, 1.965, 0.299)
H (0.276, -1.763, 3.151)
H (1.911, -2.036, 3.720)
H (0.396, -0.672, 5.308)
H (1.927, 0.098, 4.923)
H (-0.699, 0.662, 3.462)
H (-0.017, 1.698, 4.711)
H (1.931, 2.208, 3.381)
H (0.528, 2.429, 2.332)
H (-3.713, 2.369, -1.032)
H (-4.501, 1.484, 0.286)
H (-2.874, 2.138, 0.505)
H (-2.496, -1.601, 0.180)
H (-2.069, -0.209, 1.183)
H (-3.759, -0.686, 0.998)
H (-3.547, -1.241, -2.102)
H (-4.897, -0.420, -1.319)
H (-4.013, 0.385, -2.623)

Properties
- Kohn-Sham gap (eV) = 9.19
- energy above the lowest of the compared OMol25 structures with the same formula, charge and spin (eV) = 0.839
- E (eV) = -28172.41407
- SMILES string = CO[C@H](CNC(=O)N(C)Cc1cn2c(n1)CCCC2)C(C)(C)C

***

[5]
A 3-piece molecular cluster, CH3IO3 overall at a distorted geometry, computed with the ωB97M-V functional and the def2-TZVPD basis.

Atoms and positions in Å:
C (-0.024, -2.667, 0.285)
O (-2.984, 1.136, 1.255)
O (-0.269, -1.620, -0.049)
O (-1.743, 0.646, 0.796)
I (3.167, -0.677, -0.273)
H (-1.117, 1.463, 0.951)
H (3.487, -2.206, -0.879)
H (-3.308, 0.632, 1.999)

Properties
- Kohn-Sham gap (eV) = 10.37
- energy above the lowest of the compared OMol25 structures with the same formula, charge and spin (eV) = 4.254
- E (eV) = -15324.97642

***

[6]
A 2-piece molecular cluster, Cl3H5Si3 overall at a distorted geometry, computed with the ωB97M-V functional and the def2-TZVPD basis.

Atoms and positions in Å:
Si (0.080, -2.894, -1.140)
Si (-1.417, 2.871, -0.634)
Si (-0.725, -2.002, 0.730)
Cl (1.934, -3.507, -0.149)
Cl (-2.667, 4.431, -0.622)
Cl (0.046, 3.341, 0.570)
H (-0.092, -4.100, -2.081)
H (0.611, -2.113, -2.355)
H (-2.222, 1.824, -0.191)
H (-1.106, 2.687, -2.047)
H (-2.325, -2.291, 0.731)

Properties
- Kohn-Sham gap (eV) = 7.13
- energy above the lowest of the compared OMol25 structures with the same formula, charge and spin (eV) = 3.375
- E (eV) = -61281.23900

***

> Which formula does entry 1 have?

C28H23BBrKN10O4

***

> Which of these has the lowest E?

C28H68F12N12O28S12

***

> What is the E in the first record?

-139548.99830 eV